(1)
18
Properties=species:S:1:pos:R:3 method="wB97M-V/def2-TZVPD" multiplicity=1 e_above_lowest_kj_mol=431.1 gap_ev=9.2916 homo_ev=-8.599
C -0.68849 -1.99436 0.06844
C 0.46513 -1.53821 0.87124
C 0.55368 -0.28764 1.16286
C -0.19134 1.04585 0.81195
C 0.52358 1.47936 -0.40162
H 0.12610 -2.45613 -0.93593
H -1.45790 -2.87021 0.69860
H -0.99874 -1.19438 -0.68394
H 1.20076 -2.27413 1.38356
H 1.60515 -0.11060 1.63321
H 0.12466 1.77833 1.61127
H -1.94982 0.85346 -0.57054
H 0.34617 2.70638 -0.36788
H 1.61573 1.46164 -0.19375
H 0.31866 1.54910 -2.41775
H 0.45671 0.01246 -1.87053
N -0.11890 0.99194 -1.65855
S -1.93114 0.84715 0.85935

---

(2)
65
Properties=species:S:1:pos:R:3 method="wB97M-V/def2-TZVPD" charge=+2 multiplicity=5 e_above_lowest_kj_mol=560.2 gap_ev="4.2919 / 3.4321" homo_ev="-11.585 / -13.778"
C -2.66504 -0.41282 -1.20502
C -2.73820 1.46086 -3.43863
H -3.29466 -0.92736 -2.06066
H -3.33773 0.47050 -0.78287
H -1.92574 -0.98569 -0.54995
H -1.88926 1.61283 -4.24053
H -3.48261 0.44139 -3.60965
H -3.21455 2.26250 -2.76672
C -0.31969 -2.41830 -1.78892
C 0.61243 -3.46193 -1.70872
C 1.91591 -3.22799 -2.16528
C 2.22211 -1.96446 -2.60316
H -1.31190 -2.58147 -1.40208
H 0.29401 -4.41420 -1.32697
H 2.65992 -4.02552 -2.13723
H 3.24659 -1.73919 -2.93805
N -0.03374 -1.21847 -2.27027
C 1.24230 -0.95535 -2.66207
C 1.52005 0.39251 -3.13890
N 0.49696 1.28439 -3.12075
C 0.77044 2.53564 -3.53355
C 3.05833 2.02479 -4.12283
C 2.01411 2.94237 -4.04840
H -0.01140 3.27296 -3.42769
H 2.14213 3.96979 -4.40619
C 2.80825 0.74256 -3.62412
H 3.60200 -0.00154 -3.64373
H 4.03918 2.28955 -4.52484
Pd -1.47812 0.58156 -2.29611
C -1.33232 2.48645 -1.34696
H -1.53292 3.30935 -2.05067
H -0.32972 2.60226 -0.89563
H -2.07730 2.50855 -0.52969
C 2.96756 1.30970 2.37904
C 2.42802 -0.08674 2.25453
C 3.00394 -0.99812 1.36680
C 2.46489 -2.27412 1.17495
C 1.25366 -2.59575 1.76786
C 0.60322 -1.63514 2.55611
N -0.72316 -1.87163 2.91606
C -1.79690 -0.98205 2.98908
C -2.91253 -1.32655 3.77550
C -3.92603 -0.39826 4.00121
C -3.87326 0.87156 3.39569
C -2.79823 1.20921 2.56640
C -1.78046 0.27508 2.34994
C -0.71733 0.57757 1.30898
O -0.20420 1.73628 1.36245
O -0.45642 -0.31622 0.46002
C 1.26875 -0.45294 2.95380
C 0.76426 0.42514 4.05140
H 2.19579 2.02448 2.04142
H 3.22595 1.53063 3.42505
H 3.86160 1.41270 1.74944
H 3.90587 -0.70527 0.82906
H 2.96392 -3.01222 0.54260
H 0.73816 -3.54483 1.57834
H -0.98722 -2.84721 3.03642
H -2.93218 -2.32057 4.23417
H -4.77887 -0.67434 4.62723
H -4.65856 1.60871 3.57511
H -2.70674 2.19304 2.09221
H 0.29771 1.32719 3.63173
H 0.03907 -0.07570 4.69749
H 1.59987 0.75991 4.67677

---

(3)
91
Properties=species:S:1:pos:R:3 method="wB97M-V/def2-TZVPD" charge=+1 multiplicity=5 gap_ev="4.8579 / 5.0905" homo_ev="-8.709 / -10.245"
Rh 0.11972 0.06235 -0.49806
I 3.89493 -7.11782 4.82947
C 3.20405 -5.56899 3.61331
C 4.07114 -4.96323 2.71552
C 3.60619 -3.93426 1.90591
C 2.28186 -3.51581 1.98720
C 1.42239 -4.13806 2.88898
C 1.88111 -5.16234 3.70812
C 1.76794 -2.40389 1.13567
C 0.97090 -2.75920 0.03286
C 0.71407 -4.05816 -0.42880
C 0.02969 -3.94491 -1.63913
C -0.10859 -2.58164 -1.89987
C -0.70937 -1.92569 -3.07194
C -0.29819 -2.25125 -4.39936
C -0.78747 -1.54148 -5.52874
C -0.35211 -1.82283 -6.80599
C 0.60146 -2.81656 -7.01289
I 1.25787 -3.23644 -8.93916
C 1.12508 -3.51783 -5.93035
C 0.68590 -3.24276 -4.65280
C -1.63245 -0.81278 -2.80879
N -1.34665 0.13773 -1.91801
C -2.35039 1.09602 -1.98158
C -2.24088 2.35123 -1.38849
C -3.38251 3.29890 -1.49761
C -3.94833 3.82196 -0.32967
C -5.05237 4.66204 -0.38206
C -5.59373 4.99705 -1.61609
I -7.26130 6.24353 -1.70687
C -5.02713 4.51565 -2.78737
C -3.92916 3.66916 -2.72403
C -1.09577 2.80399 -0.70044
C -0.80156 4.15656 -0.40187
C 0.43963 4.19070 0.18405
C 0.89260 2.85231 0.29356
N -0.03007 2.02137 -0.28217
C 2.06510 2.43432 0.96588
C 2.33961 1.09367 1.28623
C 3.32471 0.65073 2.23122
C 3.18026 -0.69294 2.35690
C 2.14556 -1.09706 1.44187
N 1.64323 0.02369 0.82557
C 3.06468 3.46960 1.36899
C 4.22774 3.60858 0.61205
C 5.17511 4.57051 0.93832
C 4.95995 5.39164 2.03772
I 6.39263 6.81957 2.55140
C 3.81092 5.26645 2.80228
C 2.86524 4.30593 2.46286
C -3.34613 0.63814 -2.88621
C -2.89134 -0.54540 -3.41398
N 0.42831 -1.86107 -0.87665
H 5.10198 -5.28587 2.64515
H 4.27857 -3.45821 1.19912
H 0.39052 -3.80714 2.95911
H 1.21172 -5.63432 4.41679
H 1.02289 -4.96390 0.07555
H -0.32732 -4.74612 -2.27158
H -1.50374 -0.74369 -5.39165
H -0.74511 -1.26499 -7.64763
H 1.88404 -4.27427 -6.08875
H 1.11961 -3.78967 -3.82858
H -3.51853 3.56345 0.63314
H -5.47805 5.05693 0.53200
H -5.43534 4.80287 -3.74825
H -3.47063 3.32289 -3.64388
H -1.43706 5.00041 -0.62982
H 0.97842 5.06287 0.52708
H 4.01973 1.29481 2.75215
H 3.73182 -1.36110 3.00048
H 4.38880 2.96178 -0.24468
H 6.06968 4.67869 0.33790
H 3.64955 5.91064 3.65852
H 1.96687 4.20258 3.06352
H -4.26899 1.14341 -3.12860
H -3.38415 -1.17498 -4.14181
C -4.20629 -2.67589 -0.80620
N -3.06057 -2.08881 -0.10360
C -2.93136 -0.93414 0.53652
S -1.43202 -0.67085 1.38451
N -3.84486 0.02500 0.55070
C -5.13963 0.13270 -0.12932
H -4.05848 -3.75104 -0.83138
H -4.27840 -2.31215 -1.83097
H -5.13291 -2.48072 -0.27930
H -2.22169 -2.64589 -0.06948
H -3.56894 0.80931 1.11701
H -5.08579 -0.25744 -1.13893
H -5.38659 1.18858 -0.19363
H -5.93002 -0.37272 0.42409